No. 1
Here is a 2-piece molecular cluster, C36H42N3O overall in a non-equilibrium geometry from the OMol25 dataset. Energies are from ωB97M-V/def2-TZVPD.

* HOMO level: -10.6 eV
* energy relative to the best compared isomer or geometry (same formula, charge and spin): 311.76 kJ/mol
* charge: +1
* gap between HOMO and LUMO: 4.9828 eV

Each line ends with the Löwdin charge.
Positions of all 82 atoms, in Å:
C  -5.9152  3.8242  -2.8637  -0.0669
N  -4.4746  3.6900  -2.7825  -0.2474
C  -3.7855  4.9638  -2.7947  -0.0692
C  -3.8658  2.4933  -2.3793  -0.2101
C  -3.4406  1.5150  -3.3127  0.0218
C  -3.0648  0.2401  -2.9298  0.0047
C  -3.0032  -0.1428  -1.5561  -0.1906
C  -2.5810  -1.4411  -1.1012  0.0846
C  -2.1588  -1.6232  0.2227  -0.0538
C  -1.3585  -2.6066  0.8041  0.0589
C  -1.0698  -2.7298  2.2106  -0.1900
C  -0.3182  -3.8199  2.7591  0.0066
C  -0.1476  -3.9680  4.1261  0.0198
C  -0.6838  -3.0382  5.0584  -0.2084
N  -0.5661  -3.2344  6.4392  -0.2451
C  0.5611  -2.7611  7.2127  -0.0665
C  -1.5426  -3.9435  7.2433  -0.0638
C  -1.3612  -1.9195  4.5128  0.0251
C  -1.5465  -1.7708  3.1498  0.0003
C  -3.3742  0.8789  -0.6249  -0.0003
C  -3.7367  2.1552  -1.0128  0.0230
H  -6.3909  2.8511  -3.0363  0.0941
H  -6.3348  4.2729  -1.9468  0.0887
H  -6.1524  4.4960  -3.6995  0.0882
H  -2.7081  4.8075  -2.9298  0.0937
H  -4.1743  5.5686  -3.6281  0.0894
H  -3.9554  5.5353  -1.8654  0.0873
H  -3.4792  1.7856  -4.3709  0.1301
H  -2.7902  -0.5036  -3.6827  0.1216
H  -2.5226  -2.2866  -1.7903  0.1191
H  -2.4548  -0.8483  0.9223  0.0778
H  -0.8640  -3.3057  0.1297  0.1054
H  0.1187  -4.5602  2.0795  0.1244
H  0.3786  -4.8356  4.5351  0.1303
H  1.4069  -2.5093  6.5661  0.0931
H  0.2882  -1.8800  7.8118  0.0880
H  0.8572  -3.5562  7.9072  0.0837
H  -2.2087  -4.5452  6.6173  0.0924
H  -1.0062  -4.6013  7.9394  0.0843
H  -2.1443  -3.2471  7.8464  0.0874
H  -1.7691  -1.1839  5.2012  0.1261
H  -2.0783  -0.8942  2.7864  0.1077
H  -3.3961  0.6610  0.4431  0.1079
H  -3.9989  2.8896  -0.2537  0.1288
O  -1.3112  -4.3348  -5.9308  -0.0135
C  -1.9799  -5.5459  -5.6159  -0.3769
C  -1.4635  -6.5402  -6.6588  -0.1607
C  -0.1757  -6.3219  -7.1370  -0.0128
C  0.3592  -7.1613  -8.1198  -0.0645
C  -0.3649  -8.2609  -8.5813  -0.0856
C  -1.6466  -8.4960  -8.0842  -0.0722
C  -2.2072  -7.6268  -7.1365  -0.0459
C  -1.6493  -5.9632  -4.1634  -0.1263
C  -1.5743  -4.9988  -3.1554  -0.0476
C  -1.3972  -5.3892  -1.8236  -0.0792
C  -1.1452  -6.7278  -1.5140  -0.0855
C  -1.2101  -7.6891  -2.5233  -0.0598
C  -1.4700  -7.3113  -3.8456  -0.0005
C  -3.4997  -5.3346  -5.6041  -0.2758
C  -4.2558  -5.1718  -6.9489  -0.1075
C  -5.4396  -4.2529  -6.5929  -0.1511
C  -5.1728  -3.7312  -5.1729  -0.2056
N  -3.8021  -4.1068  -4.9167  -0.0454
H  -1.8018  -3.6023  -5.5150  0.0878
H  0.4017  -5.4769  -6.7618  0.1217
H  1.3521  -6.9420  -8.5049  0.1045
H  0.0606  -8.9236  -9.3350  0.1048
H  -2.2232  -9.3535  -8.4284  0.1048
H  -3.2208  -7.7992  -6.7660  0.1116
H  -1.6754  -3.9341  -3.3971  0.0962
H  -1.4578  -4.6316  -1.0470  0.0556
H  -0.9142  -7.0154  -0.4890  0.1011
H  -1.0676  -8.7433  -2.2968  0.1087
H  -1.5538  -8.0588  -4.6343  0.1171
H  -3.9467  -6.2005  -5.0592  0.1641
H  -3.6035  -4.6671  -7.6793  0.1289
H  -4.5423  -6.1546  -7.3508  0.1067
H  -5.5080  -3.4207  -7.3009  0.1082
H  -6.3667  -4.8289  -6.6170  0.1064
H  -5.2798  -2.6441  -5.1197  0.1029
H  -5.8699  -4.1719  -4.4258  0.1170
H  -3.4969  -3.9944  -3.9596  0.0864


No. 2
Here is C36H43Cl5N4O3PPbSi as an isolated structure in a non-equilibrium geometry from the OMol25 dataset. Energies are from ωB97M-V/def2-TZVPD.

* HOMO level (spin up / spin down): -9.5 / -9.5 eV
* energy relative to the best compared isomer or geometry (same formula, charge and spin): 378.42 kJ/mol
* charge: +1
* gap between HOMO and LUMO (spin up / spin down): 4.6296 / 5.0407 eV

Each line ends with the Löwdin charge.
Positions of all 94 atoms, in Å:
Pb  -0.6820  -0.2463  0.9794  1.3974
Cl  -5.0053  -0.8188  6.3665  0.6854
C  -3.7179  -0.2694  5.3550  -0.6794
C  -3.7999  -0.5114  3.9886  -0.0315
C  -2.7830  -0.0809  3.1533  -0.2266
N  -2.7629  -0.2190  1.7562  -0.0777
C  -3.8515  -0.2858  0.9734  -0.4783
O  -4.9801  -0.6463  1.2538  0.0787
C  -3.5801  0.3051  -0.4048  -0.1854
C  -4.6533  0.6985  -1.1878  0.0237
C  -4.4025  1.3615  -2.3771  -0.0263
C  -3.0879  1.5767  -2.7666  -0.0471
C  -2.0741  1.1237  -1.9424  -0.1318
N  -2.3118  0.5235  -0.7765  -0.0056
C  -1.6776  0.6165  3.6910  -0.2294
C  -1.6030  0.8416  5.0523  -0.0352
C  -2.6209  0.3921  5.8860  -0.6794
Cl  -2.4818  0.6775  7.5837  0.6837
N  -0.7182  1.0661  2.7526  -0.0743
C  -0.1537  2.2834  2.8249  -0.4765
O  -0.1819  3.0703  3.7547  0.0767
C  0.5738  2.6912  1.5517  -0.1784
C  1.3883  3.8145  1.5892  0.0245
C  2.0825  4.1766  0.4505  -0.0232
C  1.9507  3.3992  -0.6932  -0.0431
C  1.1179  2.3004  -0.6472  -0.1755
N  0.4232  1.9608  0.4418  -0.0081
H  -4.6560  -1.0258  3.5807  0.1066
H  -5.6517  0.4904  -0.8310  0.1277
H  -5.2205  1.7094  -2.9940  0.1193
H  -2.8487  2.0866  -3.6890  0.1132
H  -1.0344  1.2554  -2.2157  0.0923
H  -0.7711  1.3846  5.4726  0.1128
H  1.4505  4.3655  2.5165  0.1278
H  2.7241  5.0476  0.4517  0.1194
H  2.4825  3.6370  -1.6038  0.1130
H  0.9990  1.6639  -1.5178  0.0947
Cl  4.6161  -2.6258  -1.6201  0.4463
Si  2.7790  -1.7937  -1.3078  -0.4278
Cl  3.1182  -0.4173  0.1417  0.4202
Cl  1.5017  -3.2346  -0.1303  0.4141
O  2.0542  -1.4697  -2.7191  -0.4662
P  1.5005  -2.8622  -3.5636  1.0664
C  2.1178  -4.6763  -0.9246  -0.1909
C  0.6106  -4.5034  0.7773  -0.0521
C  1.0222  -5.4761  1.8179  -0.2396
C  2.4927  -5.9012  1.8093  -0.2059
C  2.8266  -6.6519  0.5465  -0.2003
C  3.0735  -5.7779  -0.6806  -0.2343
C  1.9722  -2.6008  -5.3130  -0.4290
C  1.6676  -1.2825  -6.0350  -0.1833
C  2.6524  -0.1695  -5.6729  -0.1948
C  4.0859  -0.5997  -5.9742  -0.1937
C  4.4134  -1.8826  -5.2144  -0.2095
C  3.4350  -3.0020  -5.5646  -0.2084
C  -0.3417  -2.7333  -3.4814  -0.4549
C  -0.9029  -4.1617  -3.3672  -0.2084
C  -2.3668  -4.1479  -2.8651  -0.1708
C  -2.9808  -2.7490  -2.9137  -0.2059
C  -2.6735  -2.0907  -4.2546  -0.1661
C  -1.1512  -1.9622  -4.5223  -0.1855
H  2.5583  -3.2302  0.8383  0.0483
H  0.4672  -3.2379  -1.0368  0.0108
H  0.7948  -2.1886  0.4995  -0.1294
H  0.4190  -6.3723  1.6314  0.1289
H  0.7471  -5.0907  2.8049  0.1202
H  2.6787  -6.5378  2.6745  0.1241
H  3.1445  -5.0327  1.9446  0.1097
H  2.0238  -7.3540  0.3071  0.1241
H  3.7200  -7.2545  0.7163  0.1244
H  2.9623  -6.4245  -1.5582  0.1340
H  4.0986  -5.3866  -0.7046  0.0995
H  1.3322  -3.4006  -5.7238  0.1194
H  0.6429  -0.9518  -5.8809  0.0788
H  1.7679  -1.4900  -7.1063  0.1274
H  2.5592  0.0790  -4.6102  0.0968
H  2.3948  0.7286  -6.2377  0.1142
H  4.7934  0.1897  -5.7154  0.1127
H  4.1854  -0.7734  -7.0507  0.1189
H  4.3625  -1.6704  -4.1342  0.0529
H  5.4324  -2.2115  -5.4229  0.1166
H  3.6833  -3.9177  -5.0229  0.1028
H  3.5299  -3.2302  -6.6307  0.1227
H  -0.4967  -2.2372  -2.5141  0.0853
H  -0.2853  -4.7631  -2.6959  0.0769
H  -0.8398  -4.6352  -4.3516  0.1189
H  -2.4134  -4.5403  -1.8470  0.1088
H  -2.9650  -4.8189  -3.4837  0.1144
H  -2.5986  -2.1313  -2.0929  0.0924
H  -4.0578  -2.8110  -2.7574  0.1189
H  -3.1410  -1.1079  -4.3138  0.0972
H  -3.1270  -2.6956  -5.0430  0.1175
H  -0.8531  -0.9173  -4.5297  0.0981
H  -0.9348  -2.3697  -5.5130  0.1100